# C4H8N2O2

An isolated molecule of C4H8N2O2 in a non-equilibrium geometry (the ωB97M-V functional and the def2-TZVPD basis, the OMol25 dataset).

ΔE to the lowest compared entry with this formula, charge and spin	531.5	kJ/mol
DFT total energy	-417.053516	Ha
frontier orbital gap	9.0	eV

```
! wB97M-V def2-TZVPD RIJCOSX def2/J DEFGRID3
* xyz 0 1
C 1.85126 -0.21241 0.41884
C 0.35302 -0.28368 0.29835
C 0.03912 -1.38138 -0.66726
C -0.42706 0.89843 -0.20435
H 2.29878 -1.06679 0.83777
H 2.12193 0.59514 1.10766
H 2.25471 0.04414 -0.54973
H -0.24365 -0.49298 1.25869
H 0.93442 -1.45930 -1.48373
H -0.48806 2.53464 -0.73342
H -2.52605 1.44821 -0.36091
H -1.50777 -1.07519 0.56964
N 0.28955 1.96902 -0.45498
N -1.83225 0.73071 -0.34757
O -0.93886 -2.12147 -0.43434
O -2.17910 -0.12707 0.74535
*
```

Partial charges, natural (NBO), in e:
1 C -0.61
2 C -0.43
3 C 0.47
4 C 0.43
5 H 0.22
6 H 0.24
7 H 0.23
8 H 0.26
9 H 0.17
10 H 0.32
11 H 0.39
12 H 0.49
13 N -0.65
14 N -0.37
15 O -0.53
16 O -0.63